# 1
{"formula": "C33H51BBeF4N3O6", "method": "wB97M-V/def2-TZVPD", "charge": 1, "de_lowest_kcal_mol": 0.0, "e_homo_ev": -11.1, "gap_ev": 7.4, "species": ["Be", "B", "F", "F", "F", "F", "N", "C", "C", "C", "C", "C", "H", "H", "H", "H", "H", "N", "C", "C", "C", "C", "C", "H", "H", "H", "H", "H", "N", "C", "C", "C", "C", "C", "H", "H", "H", "H", "H", "C", "C", "O", "C", "H", "H", "H", "H", "H", "H", "C", "C", "O", "C", "H", "H", "H", "H", "H", "H", "C", "C", "O", "C", "H", "H", "H", "H", "H", "H", "C", "C", "O", "C", "H", "H", "H", "H", "H", "H", "C", "C", "O", "C", "H", "H", "H", "H", "H", "H", "C", "C", "O", "C", "H", "H", "H", "H", "H", "H"], "coordinates": [[-0.072, -11.716, 7.812], [2.559, -12.045, 8.042], [2.042, -13.082, 7.239], [3.888, -12.153, 8.365], [2.246, -10.850, 7.347], [1.776, -12.052, 9.222], [0.198, -9.551, 9.032], [1.398, -9.010, 9.210], [1.533, -7.731, 9.739], [0.429, -7.038, 10.185], [-0.816, -7.631, 10.012], [-0.887, -8.893, 9.460], [2.272, -9.569, 8.927], [2.521, -7.337, 9.941], [0.567, -6.062, 10.630], [-1.718, -7.088, 10.262], [-1.846, -9.372, 9.316], [0.929, -18.585, 6.849], [2.186, -18.164, 7.043], [2.656, -16.928, 6.611], [1.792, -16.073, 5.951], [0.519, -16.546, 5.667], [0.168, -17.812, 6.069], [2.778, -18.907, 7.564], [3.671, -16.593, 6.784], [2.077, -15.088, 5.611], [-0.126, -15.939, 5.046], [-0.769, -18.252, 5.740], [-0.414, -12.761, 5.547], [0.547, -12.696, 4.609], [0.449, -13.195, 3.316], [-0.686, -13.916, 2.985], [-1.661, -14.050, 3.949], [-1.480, -13.511, 5.216], [1.381, -12.072, 4.903], [1.270, -13.097, 2.620], [-0.844, -14.319, 1.993], [-2.591, -14.596, 3.854], [-2.239, -13.728, 5.955], [6.249, -14.023, 8.687], [7.298, -12.964, 8.925], [7.883, -12.866, 9.976], [7.573, -11.999, 7.796], [5.322, -13.763, 9.193], [6.609, -15.002, 9.003], [5.985, -14.129, 7.632], [7.852, -12.572, 6.910], [8.326, -11.270, 8.080], [6.665, -11.438, 7.557], [4.801, -14.980, 13.134], [3.458, -14.514, 12.627], [2.587, -14.141, 13.378], [3.201, -14.566, 11.138], [5.211, -15.798, 12.545], [4.688, -15.360, 14.149], [5.502, -14.145, 13.176], [2.256, -15.067, 10.930], [3.960, -15.081, 10.548], [3.176, -13.546, 10.749], [1.522, -8.753, 4.864], [0.362, -8.796, 5.825], [-0.033, -9.860, 6.261], [-0.267, -7.481, 6.219], [1.237, -8.221, 3.957], [1.852, -9.764, 4.654], [2.273, -8.156, 5.392], [-1.341, -7.594, 6.343], [-0.106, -6.797, 5.385], [0.201, -7.073, 7.115], [-0.396, -16.071, 9.237], [-1.058, -14.910, 8.533], [-0.446, -13.934, 8.140], [-2.533, -15.078, 8.279], [-0.338, -16.938, 8.567], [-0.899, -16.371, 10.151], [0.672, -15.878, 9.346], [-3.039, -15.629, 9.068], [-2.543, -15.680, 7.362], [-3.035, -14.136, 8.072], [-0.433, -13.686, 12.085], [-0.622, -12.373, 11.386], [-0.554, -12.294, 10.174], [-0.965, -11.175, 12.240], [0.297, -13.555, 12.885], [-0.037, -14.394, 11.361], [-1.371, -14.062, 12.496], [-0.190, -11.030, 12.993], [-1.916, -11.364, 12.739], [-1.005, -10.301, 11.597], [4.366, -13.650, 4.783], [4.085, -12.253, 4.339], [3.481, -12.040, 3.311], [4.584, -11.127, 5.183], [3.933, -13.916, 5.751], [5.439, -13.846, 4.884], [4.015, -14.412, 4.087], [3.759, -10.527, 5.570], [5.216, -10.470, 4.590], [5.012, -11.573, 6.081]], "atomic_forces_ev_per_a": [[1.42, -0.40, 0.17], [0.29, -0.47, 0.10], [0.21, 0.06, -0.06], [-0.15, 0.06, -0.37], [-0.12, -0.14, -0.17], [-0.65, 0.28, -0.41], [-0.50, -1.57, -0.37], [-0.12, 0.66, 0.11], [0.50, -0.27, 0.72], [-0.06, -0.14, -0.38], [-0.13, 0.45, 0.12], [0.18, 0.20, -0.45], [-0.12, -0.05, -0.06], [0.03, -0.02, -0.27], [-0.24, 0.03, 0.01], [-0.05, -0.18, 0.17], [0.00, -0.07, -0.03], [0.44, 0.15, -0.79], [-0.60, -0.26, 0.27], [0.30, 0.32, 0.10], [-0.35, -0.39, 0.06], [0.31, 0.52, -0.59], [-0.44, -0.38, 0.31], [0.39, 0.37, 0.12], [0.07, -0.29, 0.13], [0.14, 0.00, 0.13], [-0.20, -0.14, 0.07], [-0.14, 0.09, 0.24], [-0.16, -0.50, 0.39], [0.01, 1.40, 0.36], [0.02, -0.62, 0.35], [-0.24, 0.30, -0.24], [-0.48, -0.21, 1.04], [0.28, 0.36, -0.16], [0.17, -0.21, -0.14], [0.08, 0.23, 0.13], [0.15, -0.04, 0.00], [0.13, -0.11, -0.58], [0.08, 0.39, 0.19], [-0.05, -0.45, -0.53], [0.07, 0.42, -0.04], [-0.09, -0.21, 0.15], [-0.27, 0.04, 0.05], [0.13, 0.00, 0.23], [0.00, 0.11, 0.34], [0.09, 0.22, -0.04], [0.11, 0.17, -0.07], [0.21, -0.20, -0.03], [-0.10, -0.18, -0.02], [-0.14, -0.28, 0.50], [0.10, -0.52, -0.17], [-0.03, 0.17, 0.07], [0.29, 0.07, -0.48], [0.08, 0.23, -0.27], [-0.09, 0.21, 0.06], [0.06, -0.02, -0.22], [-0.15, 0.23, 0.14], [0.16, -0.08, 0.32], [-0.28, 0.02, 0.05], [-0.51, 0.19, 0.66], [0.07, -0.11, -0.19], [-0.50, -0.70, 0.44], [-0.03, -0.14, -0.81], [0.08, 0.00, -0.04], [0.21, 0.07, -0.09], [0.29, -0.11, -0.31], [0.04, -0.08, 0.30], [0.03, 0.25, 0.22], [-0.01, -0.06, 0.06], [1.06, 0.08, -0.99], [-0.55, -0.30, 0.39], [0.26, 0.83, 0.02], [0.34, 0.08, -0.30], [-0.65, -0.02, -0.05], [-0.01, 0.12, 0.04], [-0.13, 0.37, 0.54], [0.01, -0.05, -0.02], [-0.30, -0.12, 0.09], [0.05, 0.05, 0.09], [0.44, 0.10, -0.31], [-0.56, 0.14, 0.31], [-0.33, 0.21, -0.48], [0.44, -0.20, -0.45], [-0.07, -0.17, 0.09], [-0.02, -0.10, 0.11], [-0.04, 0.15, 0.08], [-0.08, -0.05, 0.12], [-0.01, 0.11, 0.07], [-0.20, 0.08, 0.17], [0.37, -1.30, 0.20], [-0.38, 0.05, -0.52], [-0.23, 0.04, -0.18], [-0.29, -0.26, 0.78], [0.00, 0.50, 0.12], [0.05, 0.36, 0.07], [-0.20, 0.35, -0.27], [-0.16, -0.04, -0.30], [0.32, -0.12, 0.20], [0.64, 0.44, -0.11]]}

# 2
{"formula": "C23H28N2O6RhSeSi", "method": "wB97M-V/def2-TZVPD", "charge": -1, "spin_multiplicity": 5, "e_homo_ev": [-3.7, -5.1], "s_squared": 6.011, "gap_ev": [5.9, 7.1], "species": ["Rh", "O", "Se", "O", "O", "O", "O", "Si", "C", "C", "C", "C", "C", "C", "C", "C", "C", "C", "C", "C", "C", "C", "C", "C", "C", "C", "H", "H", "H", "H", "H", "H", "H", "H", "H", "H", "H", "H", "H", "H", "H", "C", "N", "C", "C", "O", "N", "C", "C", "H", "H", "H", "H", "H", "H", "H", "H", "H", "H", "H", "H", "H"], "coordinates": [[0.000, 0.000, 0.000], [-3.506, -1.946, -1.708], [-2.690, -1.149, -0.523], [-2.898, 0.438, -0.905], [-0.903, -1.565, -0.639], [-3.495, -1.488, 1.094], [1.692, 0.000, -0.598], [2.728, -0.636, -1.627], [3.882, 0.748, -2.143], [3.283, 1.890, -2.704], [4.061, 2.973, -3.123], [5.449, 2.930, -2.986], [6.057, 1.803, -2.430], [5.280, 0.718, -2.011], [3.264, -2.269, -0.881], [4.592, -2.619, -0.583], [4.889, -3.867, -0.025], [3.867, -4.779, 0.243], [2.544, -4.444, -0.047], [2.245, -3.198, -0.604], [1.848, -1.090, -3.193], [0.473, -0.856, -3.339], [-0.175, -1.204, -4.528], [0.547, -1.785, -5.575], [1.917, -2.020, -5.434], [2.568, -1.674, -4.245], [2.207, 1.946, -2.821], [3.587, 3.846, -3.554], [6.052, 3.768, -3.310], [7.134, 1.770, -2.325], [5.794, -0.121, -1.595], [5.410, -1.957, -0.767], [5.916, -4.128, 0.201], [4.100, -5.744, 0.674], [1.750, -5.149, 0.160], [1.210, -2.959, -0.821], [-0.099, -0.406, -2.538], [-1.236, -1.022, -4.639], [0.044, -2.054, -6.495], [2.475, -2.471, -6.244], [3.631, -1.860, -4.147], [0.442, 2.493, 0.904], [0.053, 2.256, 2.282], [-0.752, 3.305, 2.892], [-0.024, 0.933, 2.702], [0.000, 0.000, 1.898], [-0.124, 0.717, 4.070], [-0.457, -0.626, 4.510], [0.584, 1.536, 5.043], [0.882, 3.491, 0.820], [-0.443, 2.421, 0.264], [1.179, 1.753, 0.578], [-1.539, 3.601, 2.191], [-0.108, 4.165, 3.096], [-1.241, 2.979, 3.813], [-1.129, -1.114, 3.798], [-0.952, -0.573, 5.484], [0.463, -1.213, 4.591], [1.052, 2.415, 4.594], [1.380, 0.938, 5.499], [-0.122, 1.846, 5.819], [-0.794, 1.376, -0.562]], "atomic_forces_ev_per_a": [[-4.30, -0.04, -2.46], [1.37, -0.26, 0.94], [-4.38, -0.94, 1.49], [1.13, -0.53, 0.80], [-3.11, -1.21, 0.08], [3.06, 0.69, -3.70], [4.68, 0.86, -1.00], [-0.25, -0.39, -0.60], [0.81, -0.19, 0.22], [0.62, 0.14, 0.01], [0.06, -0.44, 0.23], [-0.11, -0.36, 0.16], [-0.41, 0.08, -0.08], [-0.37, 1.17, -0.57], [0.92, -0.01, 0.08], [-0.79, -1.02, 0.35], [-0.39, 0.05, -0.06], [0.01, 0.39, -0.16], [0.28, 0.40, -0.11], [0.42, -0.24, 0.13], [-0.27, -0.07, -0.33], [0.31, -0.23, -0.74], [0.38, -0.08, -0.09], [0.18, 0.18, 0.51], [-0.07, 0.17, 0.37], [-0.85, 0.01, -0.40], [-0.05, -0.11, 0.03], [-0.02, 0.00, -0.01], [0.02, 0.02, -0.01], [0.04, 0.00, 0.00], [0.10, -0.48, 0.23], [0.30, 0.44, -0.15], [0.04, -0.01, 0.00], [0.01, -0.03, 0.01], [-0.04, 0.03, -0.01], [-0.08, 0.08, -0.04], [-0.02, -0.03, -0.15], [-0.02, -0.02, 0.07], [-0.02, -0.01, -0.02], [0.02, -0.03, -0.05], [0.10, -0.02, 0.02], [0.30, 1.30, 0.74], [0.07, -1.47, 0.83], [0.07, -0.01, -0.09], [-0.23, 2.23, 1.47], [0.23, -0.79, 4.33], [-0.05, 0.24, -1.41], [0.07, -0.18, -0.15], [-0.15, -0.11, -0.11], [0.17, 0.05, 0.14], [0.39, 0.58, 0.11], [0.13, 0.61, 0.17], [0.07, 0.04, 0.03], [-0.17, 0.07, 0.08], [0.21, -0.08, -0.16], [0.14, 0.18, 0.09], [0.09, 0.02, -0.10], [-0.12, -0.19, 0.12], [-0.23, -0.18, -0.06], [-0.04, 0.01, 0.08], [0.19, 0.10, 0.06], [-0.49, -0.38, -1.18]]}

# 3
{"formula": "C54H40F3N4OP2RhS", "method": "wB97M-V/def2-TZVPD", "charge": 2, "de_lowest_kcal_mol": 0.0, "e_homo_ev": -12.2, "gap_ev": 5.4, "species": ["Rh", "O", "C", "C", "C", "C", "C", "C", "P", "C", "C", "C", "C", "C", "C", "C", "C", "C", "C", "C", "C", "C", "C", "C", "C", "C", "C", "P", "C", "C", "C", "C", "C", "C", "C", "C", "C", "C", "C", "C", "H", "H", "H", "H", "H", "H", "H", "H", "H", "H", "H", "H", "H", "H", "H", "H", "H", "H", "H", "H", "H", "H", "H", "H", "H", "H", "H", "H", "F", "C", "F", "F", "C", "C", "C", "C", "N", "C", "S", "H", "H", "H", "N", "C", "C", "C", "C", "C", "C", "N", "C", "C", "C", "C", "N", "C", "C", "H", "H", "H", "H", "H", "H", "H", "H", "H"], "coordinates": [[-0.917, 0.683, -0.137], [-2.613, -1.418, 2.119], [-2.509, -1.071, 3.444], [-3.137, -1.635, 4.546], [-2.893, -1.112, 5.810], [-2.037, -0.039, 5.991], [-1.403, 0.506, 4.889], [-1.633, -0.005, 3.617], [-0.636, 0.657, 2.252], [1.025, 0.100, 2.713], [1.823, 0.775, 3.633], [3.059, 0.252, 3.991], [3.493, -0.948, 3.446], [2.691, -1.636, 2.543], [1.461, -1.113, 2.177], [-0.766, 2.446, 2.554], [-2.028, 2.944, 2.890], [-2.239, 4.306, 2.996], [-1.195, 5.196, 2.768], [0.065, 4.712, 2.452], [0.279, 3.344, 2.344], [-3.271, -2.419, 1.470], [-4.075, -3.416, 2.010], [-4.617, -4.385, 1.178], [-4.375, -4.379, -0.186], [-3.605, -3.367, -0.724], [-3.056, -2.382, 0.096], [-2.243, -1.037, -0.833], [-3.673, -0.537, -1.841], [-4.799, -0.119, -1.125], [-5.987, 0.147, -1.778], [-6.071, -0.005, -3.157], [-4.972, -0.453, -3.869], [-3.776, -0.731, -3.215], [-1.041, -1.994, -1.805], [-0.668, -1.736, -3.124], [0.274, -2.534, -3.757], [0.875, -3.584, -3.076], [0.532, -3.834, -1.754], [-0.421, -3.050, -1.124], [-3.803, -2.469, 4.468], [-3.388, -1.557, 6.662], [-1.860, 0.365, 6.978], [-0.727, 1.342, 5.020], [1.488, 1.703, 4.077], [3.677, 0.778, 4.707], [4.455, -1.353, 3.734], [3.025, -2.578, 2.129], [0.840, -1.643, 1.463], [-2.851, 2.262, 3.076], [-3.221, 4.677, 3.261], [-1.361, 6.261, 2.854], [0.888, 5.398, 2.302], [1.281, 2.991, 2.152], [-4.304, -3.463, 3.054], [-5.240, -5.156, 1.612], [-4.792, -5.144, -0.826], [-3.439, -3.336, -1.794], [-4.756, -0.019, -0.048], [-6.849, 0.471, -1.210], [-7.000, 0.207, -3.670], [-5.041, -0.607, -4.938], [-2.959, -1.129, -3.793], [-1.098, -0.912, -3.672], [0.537, -2.334, -4.788], [1.608, -4.205, -3.575], [0.996, -4.650, -1.215], [-0.700, -3.275, -0.102], [-5.083, 3.116, -2.350], [-4.013, 3.904, -2.538], [-4.277, 4.725, -3.553], [-3.859, 4.641, -1.430], [-2.781, 3.074, -2.805], [-2.145, 3.080, -4.032], [-1.006, 2.309, -4.235], [-0.548, 1.523, -3.200], [-1.189, 1.494, -2.027], [-2.265, 2.265, -1.800], [-2.752, 2.063, -0.139], [-2.534, 3.700, -4.829], [-0.484, 2.322, -5.180], [0.341, 0.913, -3.288], [6.488, 0.850, -0.522], [7.701, 0.375, -0.971], [9.015, 0.771, -0.728], [9.997, 0.050, -1.368], [9.690, -1.030, -2.223], [8.392, -1.415, -2.457], [7.377, -0.698, -1.815], [6.010, -0.865, -1.866], [5.518, 0.062, -1.090], [4.088, 0.224, -0.873], [3.524, 1.264, -0.137], [2.157, 1.312, 0.029], [1.314, 0.408, -0.487], [1.858, -0.570, -1.232], [3.210, -0.699, -1.438], [6.358, 1.594, 0.140], [9.258, 1.600, -0.076], [11.033, 0.318, -1.214], [10.499, -1.562, -2.703], [8.151, -2.241, -3.113], [4.123, 2.047, 0.308], [1.718, 2.118, 0.595], [1.183, -1.284, -1.665], [3.605, -1.512, -2.032]], "atomic_forces_ev_per_a": [[0.37, 0.36, 0.44], [-0.13, 0.01, 0.08], [0.00, -0.08, -0.04], [-0.01, 0.02, -0.02], [-0.01, -0.01, -0.06], [0.01, 0.01, -0.01], [0.01, 0.05, 0.09], [0.03, 0.00, -0.13], [0.02, 0.03, -0.07], [0.06, -0.03, -0.06], [0.00, -0.08, -0.01], [-0.04, 0.03, 0.00], [0.00, -0.02, -0.01], [-0.02, 0.02, 0.01], [0.06, 0.06, 0.04], [0.05, -0.03, -0.04], [-0.04, 0.03, -0.02], [0.01, 0.02, 0.01], [-0.01, -0.04, 0.01], [-0.02, -0.01, 0.01], [0.00, 0.08, 0.03], [0.08, 0.00, 0.01], [0.01, -0.01, 0.00], [0.02, 0.03, 0.02], [0.02, 0.01, -0.02], [-0.05, -0.06, -0.01], [0.03, 0.24, 0.15], [0.21, -0.16, -0.36], [-0.02, -0.11, -0.03], [-0.07, -0.03, -0.03], [0.02, 0.00, 0.00], [0.00, -0.01, 0.01], [0.01, 0.01, -0.01], [0.01, 0.10, 0.00], [-0.09, -0.14, 0.09], [0.00, 0.02, -0.01], [0.00, 0.01, -0.01], [-0.02, 0.03, 0.01], [0.01, 0.00, 0.01], [-0.02, -0.02, -0.03], [-0.13, -0.08, -0.05], [-0.01, -0.01, -0.02], [0.00, -0.01, -0.01], [-0.02, -0.03, 0.01], [0.01, 0.00, 0.01], [0.00, 0.00, -0.01], [-0.01, 0.00, -0.01], [0.00, 0.01, 0.00], [0.00, -0.02, 0.00], [0.02, 0.03, -0.01], [0.01, 0.00, 0.00], [0.00, -0.01, 0.00], [0.00, -0.01, 0.00], [0.00, 0.00, 0.02], [0.03, -0.01, 0.16], [0.01, 0.01, 0.01], [0.00, 0.01, 0.00], [-0.01, 0.01, 0.01], [0.01, 0.00, 0.01], [0.00, 0.00, -0.01], [0.01, 0.00, 0.01], [0.00, 0.00, 0.01], [-0.02, 0.01, -0.01], [0.02, -0.01, 0.01], [0.00, -0.01, 0.01], [0.00, 0.00, 0.00], [0.00, 0.01, -0.01], [0.01, -0.01, -0.02], [-0.01, 0.01, 0.00], [0.04, -0.04, -0.03], [-0.01, 0.01, -0.02], [0.01, 0.03, 0.04], [-0.11, 0.08, 0.00], [-0.11, 0.08, 0.01], [0.10, -0.07, -0.03], [0.02, 0.11, -0.04], [-0.03, -0.12, -0.10], [0.07, -0.02, -0.04], [-0.04, -0.07, 0.11], [0.00, 0.00, 0.01], [0.00, 0.00, 0.02], [-0.01, -0.02, 0.02], [-0.06, 0.01, 0.04], [-0.08, -0.06, -0.05], [-0.02, 0.03, 0.03], [0.01, -0.03, -0.02], [0.05, 0.01, 0.01], [-0.04, -0.05, -0.05], [0.04, 0.08, 0.05], [0.00, -0.07, -0.03], [0.16, 0.06, 0.02], [-0.02, 0.08, 0.05], [0.01, 0.00, 0.00], [-0.05, 0.00, -0.05], [-0.38, -0.23, -0.12], [0.07, 0.03, 0.12], [0.04, -0.03, -0.05], [-0.01, 0.02, -0.01], [-0.01, -0.01, -0.01], [0.00, -0.01, -0.01], [0.00, 0.01, 0.01], [0.01, 0.01, 0.01], [0.01, -0.01, 0.01], [-0.05, 0.01, -0.03], [-0.02, -0.01, 0.02], [-0.01, 0.01, 0.00]]}